1.
A structure of composition C11H44AlN22O15P at a distorted geometry, computed with ωB97M-V with the def2-TZVPD basis set.

CARTESIAN COORDINATES (ANGSTROEM)
Al 0.249 -5.573 2.925
P 0.324 -0.776 0.376
O 0.328 0.635 -0.184
O 0.266 -1.923 -0.705
O -0.801 -1.065 1.386
O 1.635 -1.167 1.147
C 4.315 4.006 2.786
O 4.919 4.892 3.260
N 4.859 2.863 2.459
N 3.113 3.964 2.328
H 5.715 2.604 2.927
H 4.269 2.217 1.954
H 2.825 3.190 1.746
H 2.582 4.812 2.465
C -4.576 2.519 -2.399
O -5.560 2.896 -2.989
N -4.475 1.495 -1.639
N -3.542 3.226 -2.403
H -5.273 1.046 -1.213
H -3.610 1.177 -1.225
H -2.673 2.845 -2.059
H -3.579 4.074 -2.951
C -0.520 9.244 0.715
O -0.355 8.827 1.833
N -0.940 8.491 -0.287
N -0.442 10.515 0.421
H -1.021 7.498 -0.121
H -0.982 8.896 -1.212
H -0.565 10.871 -0.516
H -0.455 11.099 1.245
C -6.414 -3.474 4.360
O -5.653 -4.358 4.293
N -7.633 -3.533 4.670
N -6.145 -2.320 3.863
H -7.991 -4.272 5.259
H -8.107 -2.651 4.538
H -5.237 -2.058 3.506
H -6.905 -1.661 3.785
C 6.924 -3.110 -0.244
O 8.028 -3.518 -0.500
N 5.892 -3.172 -0.991
N 6.625 -2.635 0.873
H 5.916 -3.661 -1.875
H 5.085 -2.685 -0.627
H 5.640 -2.508 1.057
H 7.355 -2.643 1.571
C 4.037 3.375 -3.729
O 5.058 3.770 -4.200
N 2.829 3.980 -3.769
N 3.928 2.240 -3.167
H 2.734 4.946 -4.048
H 2.100 3.595 -3.185
H 3.128 2.182 -2.553
H 4.756 1.667 -3.090
C 3.501 -0.325 7.487
O 3.759 -0.672 8.615
N 4.124 -0.817 6.435
N 2.641 0.634 7.248
H 3.867 -0.466 5.523
H 4.853 -1.513 6.512
H 2.433 1.011 6.334
H 2.138 0.953 8.063
C -3.105 3.461 4.742
O -3.707 4.138 5.552
N -2.966 3.704 3.505
N -2.519 2.368 4.963
H -2.506 2.992 2.955
H -3.447 4.486 3.083
H -2.693 2.024 5.896
H -2.074 1.810 4.247
C -4.469 -6.152 -2.449
O -3.661 -6.492 -1.555
N -4.771 -6.848 -3.512
N -4.710 -4.906 -2.665
H -5.138 -6.390 -4.334
H -4.399 -7.785 -3.576
H -5.640 -4.794 -3.042
H -4.298 -4.296 -1.973
C 2.536 -7.487 -3.662
O 2.085 -7.823 -2.610
N 3.008 -8.295 -4.575
N 2.585 -6.317 -4.175
H 3.261 -7.910 -5.474
H 3.156 -9.274 -4.377
H 3.007 -6.134 -5.074
H 2.160 -5.541 -3.687
C -1.362 -1.022 -6.848
O -1.232 -1.012 -8.093
N -2.335 -1.523 -6.192
N -0.495 -0.497 -5.999
H -3.187 -1.835 -6.636
H -2.093 -1.758 -5.240
H 0.275 0.099 -6.269
H -0.560 -0.689 -5.010

Values from the calculation:
- Gap between HOMO and LUMO: 0.19054 Ha
- Molar mass: 782.568 g mol⁻¹
- Energy: -91498.1518 eV
- HOMO level: -9.70 eV

2.
A cluster of 6 separate species, C30H49BrF5N3O29PS8 in total at a distorted geometry, computed with ωB97M-V with the def2-TZVPD basis set.

CARTESIAN COORDINATES (ANGSTROEM)
C 0.759 3.382 -4.943
C 0.827 3.091 -3.340
Br 1.961 4.501 -2.477
C 1.362 1.582 -3.026
N 0.200 0.650 -3.172
C 0.225 -0.050 -4.324
C -1.080 -1.038 -4.504
C -1.427 -0.767 -6.072
C -2.560 -1.737 -6.664
O -3.876 -1.555 -6.082
C -4.844 -1.075 -7.045
C -6.183 -0.657 -6.201
F -6.259 0.774 -6.196
F -5.974 -1.082 -4.856
F -7.315 -1.273 -6.817
N -0.535 -2.377 -4.110
C 0.137 -3.072 -5.217
O 1.185 -2.725 -5.792
F -0.476 -4.297 -5.672
C -1.574 -3.290 -3.568
O -1.288 -3.963 -2.539
F -2.857 -3.514 -4.135
C -1.994 -0.254 -3.403
N -2.902 0.811 -3.912
C -0.969 0.351 -2.284
S -0.531 -1.076 -1.116
C 0.808 -0.553 0.058
C 1.740 -1.791 0.511
O 2.786 -1.998 -0.178
O 1.330 -2.604 1.609
C 1.515 -4.011 1.243
C 1.106 -5.020 2.444
C 1.782 -6.479 2.256
O -0.354 -5.057 2.485
C -0.844 -6.297 3.020
O -1.359 -7.150 2.246
C -0.790 -6.689 4.589
S -1.513 -5.236 5.541
P -1.610 1.659 -1.057
O -2.536 2.905 -1.749
O -0.388 2.410 -0.118
S -2.773 0.701 0.208
H 1.680 2.994 -5.505
H -0.244 3.038 -5.395
H 0.767 4.536 -5.061
H -0.243 3.274 -2.954
H 1.893 1.540 -2.014
H 2.146 1.325 -3.826
H 1.025 -0.022 -5.151
H -0.495 -0.882 -6.755
H -1.760 0.337 -6.215
H -2.314 -2.855 -6.626
H -2.659 -1.474 -7.793
H -4.528 -0.140 -7.626
H -5.073 -1.939 -7.775
H -2.681 -0.900 -2.737
H -3.418 0.528 -4.759
H -3.644 0.911 -3.184
H 0.301 -0.166 1.030
H 1.463 0.311 -0.313
H 0.805 -4.241 0.373
H 2.609 -4.253 0.985
H 1.458 -4.629 3.476
H 1.262 -7.102 1.432
H 1.793 -7.080 3.249
H 2.895 -6.407 1.928
H 0.276 -6.913 4.944
H -1.464 -7.591 4.827
H -2.020 -5.727 6.753
H -3.490 2.614 -1.762
H 0.440 2.563 -0.635
C -5.506 -7.793 7.666
C -4.792 -9.047 8.147
O -3.586 -8.577 8.751
S -3.859 -7.121 9.416
O -4.117 -7.307 10.814
O -2.872 -6.206 8.923
O -5.270 -6.812 8.677
H -5.075 -7.427 6.730
H -6.577 -7.953 7.534
H -4.571 -9.738 7.334
H -5.375 -9.563 8.915
C 4.596 9.430 -1.392
C 4.979 7.968 -1.212
O 4.092 7.245 -2.068
S 3.746 8.161 -3.367
O 4.607 7.760 -4.441
O 2.320 8.238 -3.499
O 4.289 9.572 -2.781
H 3.699 9.676 -0.817
H 5.401 10.104 -1.111
H 4.875 7.634 -0.180
H 6.003 7.781 -1.552
C 9.913 8.401 0.406
C 9.890 9.390 1.562
O 8.818 10.284 1.263
S 7.662 9.475 0.462
O 6.654 9.080 1.403
O 7.364 10.189 -0.744
O 8.541 8.165 0.084
H 10.401 8.832 -0.473
H 10.408 7.466 0.673
H 10.829 9.934 1.663
H 9.658 8.888 2.506
C 1.292 -7.661 10.454
C 0.288 -6.630 9.961
O 1.068 -5.650 9.276
S 2.349 -6.377 8.593
O 2.037 -6.638 7.217
O 3.533 -5.686 9.004
O 2.257 -7.778 9.407
H 1.806 -7.313 11.354
H 0.827 -8.628 10.653
H -0.274 -6.174 10.777
H -0.409 -7.070 9.242
C -5.425 7.072 -2.396
C -4.061 7.451 -2.953
O -3.448 6.211 -3.307
S -4.598 5.169 -3.783
O -4.659 5.188 -5.214
O -4.452 3.960 -3.027
O -5.876 5.987 -3.210
H -5.346 6.714 -1.366
H -6.133 7.900 -2.439
H -3.451 7.989 -2.227
H -4.158 8.052 -3.861

Values from the calculation:
- Gap between HOMO and LUMO: 0.21197 Ha
- Molar mass: 1378.118 g mol⁻¹
- Energy: -275334.8833 eV
- Charge: +1
- HOMO level: -10.31 eV

3.
A cluster of 3 separate species, C19H39IO8 in total at a distorted geometry, computed with ωB97M-V with the def2-TZVPD basis set.

CARTESIAN COORDINATES (ANGSTROEM)
O 2.896 -2.408 0.173
C 2.576 -3.255 -0.824
O 2.947 -4.700 -0.755
C 2.893 -5.332 -2.100
C 2.546 -4.128 -3.207
C 1.814 -3.012 -2.255
C 0.160 -2.889 -2.274
C -0.595 -4.339 -2.401
C -1.715 -4.640 -1.237
I -1.086 -4.159 0.803
H 2.074 -6.168 -2.007
H 3.831 -5.956 -2.448
H 3.630 -3.701 -3.394
H 1.985 -4.506 -4.190
H 2.130 -1.941 -2.612
H -0.218 -2.205 -1.401
H -0.093 -2.297 -3.280
H -1.183 -4.361 -3.437
H 0.123 -5.270 -2.428
H -2.762 -4.154 -1.541
H -1.906 -5.817 -1.265
C -5.971 2.358 2.747
O -4.737 1.833 3.208
C -4.855 1.204 4.486
C -3.775 0.134 4.658
O -4.072 -1.086 3.967
C -3.924 -1.047 2.540
C -2.463 -0.992 2.090
O -1.964 0.343 2.181
C -0.548 0.384 2.258
H -6.339 3.125 3.435
H -5.807 2.812 1.766
H -6.709 1.558 2.638
H -5.845 0.743 4.598
H -4.732 1.980 5.247
H -3.735 -0.136 5.720
H -2.785 0.507 4.392
H -4.520 -0.241 2.104
H -4.355 -1.987 2.180
H -2.388 -1.300 1.041
H -1.864 -1.669 2.710
H -0.203 -0.144 3.153
H -0.239 1.430 2.339
H -0.102 -0.053 1.363
C 3.516 6.250 -1.651
O 3.399 4.968 -1.057
C 2.397 4.927 -0.039
C 1.845 3.508 0.113
O 0.903 3.155 -0.908
C 1.458 2.891 -2.205
C 2.225 1.568 -2.270
O 3.541 1.731 -1.738
C 4.107 0.499 -1.321
H 3.807 6.992 -0.902
H 4.289 6.203 -2.423
H 2.572 6.538 -2.125
H 1.574 5.613 -0.281
H 2.866 5.244 0.897
H 1.284 3.464 1.054
H 2.642 2.766 0.188
H 2.059 3.733 -2.556
H 0.596 2.816 -2.877
H 2.330 1.254 -3.315
H 1.677 0.800 -1.713
H 3.499 0.050 -0.529
H 5.103 0.698 -0.914
H 4.197 -0.188 -2.166

Values from the calculation:
- Gap between HOMO and LUMO: 0.33909 Ha
- Molar mass: 522.417 g mol⁻¹
- Energy: -44808.5576 eV
- Structure (SMILES): O=C1OCC[C@H]1CCCI.COCCOCCOC.COCCOCCOC
- HOMO level: -8.96 eV